Entry 1:
# C3H24N2O7

A 8-piece molecular cluster, C3H24N2O7 overall (the ωB97M-V functional and the def2-TZVPD basis, OMol25).

gap between HOMO and LUMO: 9.34 eV
energy relative to the best compared isomer or geometry (same formula, charge and spin): 119.9 kcal per mole
HOMO energy: -9.17 eV
SMILES: CNCCN.O.O.O.O.O.O.O
multiplicity: 1

Geometry (Å):
C  0.6109  2.5376  2.9263
N  0.4701  1.1530  2.2640
C  1.4451  0.0809  2.7081
C  2.4140  -0.1877  1.6048
N  2.9263  -1.4002  2.0104
H  -0.2102  3.0874  2.9571
H  1.0074  2.5836  4.0095
H  1.4020  2.9462  2.3729
H  -0.4485  0.6164  2.4994
H  1.0206  -0.8996  3.0214
H  1.9773  0.5134  3.6709
H  3.2987  0.3880  1.2249
H  1.7390  -0.2589  0.5891
H  2.4609  -2.2718  1.9759
H  3.7939  -1.5673  1.5925
O  -2.1975  -0.6534  -1.3956
H  -1.5724  -0.0705  -0.8037
H  -2.2379  -1.5055  -0.9066
O  1.1635  -3.5906  -1.2378
H  1.4732  -2.8113  -1.7807
H  0.3759  -3.3828  -0.8199
O  -2.1637  -3.2516  -3.0516
H  -1.2361  -3.3444  -3.4977
H  -2.2380  -2.3497  -2.9543
O  -0.3549  1.2096  -0.2196
H  -0.6530  2.1339  -0.2865
H  0.4827  1.3365  0.3553
O  -2.2260  2.9053  -1.9866
H  -2.5807  1.9263  -2.3231
H  -2.5833  3.0576  -1.1837
O  -4.5171  0.9641  -1.3931
H  -3.7736  0.3805  -1.6506
H  -4.1978  1.0758  -0.4865
O  1.5834  -0.7360  -3.0445
H  1.3614  0.1486  -2.9174
H  2.1845  -0.7631  -3.8430

Atomic forces in eV per Å
C 3.849 -4.638 1.697
N -2.066 -1.544 2.608
C 0.806 4.110 2.035
C -2.096 -0.371 -3.447
N 2.723 -2.079 0.745
H -3.841 2.226 -0.585
H -0.598 -0.780 -1.276
H 0.829 1.209 -0.854
H 1.540 2.272 -0.603
H -0.224 0.937 -0.457
H -0.710 -1.135 -1.733
H -1.094 0.563 1.248
H 1.286 0.108 1.900
H -1.327 -0.383 -0.196
H 1.565 -0.464 -0.523
O 1.473 0.492 2.001
H -1.085 -1.148 -1.525
H -0.099 0.757 -0.524
O 3.205 0.243 -2.094
H -0.866 -1.018 1.026
H -2.360 0.931 0.993
O 3.018 -3.441 -1.598
H -2.577 0.098 1.299
H -0.376 3.423 0.363
O 1.448 1.080 0.242
H -0.175 -0.495 -0.467
H -2.017 -0.859 -0.502
O 1.150 -4.382 -5.654
H 1.154 4.156 1.670
H -2.316 0.509 3.988
O 1.036 -0.312 0.364
H -0.550 -0.274 -0.410
H -0.663 0.351 0.169
O 1.699 -2.690 -1.688
H -0.649 2.403 0.367
H -1.090 0.146 1.419

Entry 2:
# C3H25NO9

A 10-piece molecular cluster, C3H25NO9 overall (the ωB97M-V functional and the def2-TZVPD basis, OMol25).

gap between HOMO and LUMO: 11.00 eV
energy relative to the best compared isomer or geometry (same formula, charge and spin): 37.5 kcal per mole
HOMO energy: -11.10 eV
SMILES: C=NCC.O.O.O.O.O.O.O.O.O
multiplicity: 1

Geometry (Å):
C  1.6950  -0.8586  0.8555
N  0.9914  0.0607  0.3564
C  1.6437  1.2695  -0.1062
C  3.0956  1.5467  0.2452
H  2.7413  -1.1239  0.9821
H  1.1221  -1.7129  1.1792
H  1.3893  1.4761  -1.1517
H  1.0666  2.0589  0.4074
H  3.8090  1.0012  -0.3710
H  3.2693  2.6136  0.1191
H  3.2119  1.3300  1.3000
O  2.0140  -3.2134  -0.3951
H  1.3552  -3.1454  -1.1006
H  1.4600  -3.1306  0.3824
O  -0.9527  -1.9820  2.2012
H  -1.6117  -1.3051  2.3903
H  -0.1999  -1.4706  1.8753
O  0.7194  -0.9263  -3.5374
H  0.8988  -1.0474  -2.6001
H  0.4980  -1.8045  -3.8561
O  -0.8174  1.0000  2.3269
H  -1.0586  1.5540  3.0711
H  0.1206  0.9604  2.1255
O  -0.6616  -2.8054  -1.4251
H  -1.2107  -2.0767  -1.7602
H  -1.1862  -2.9247  -0.6194
O  -1.5216  -0.0275  -1.3821
H  -2.2594  0.5639  -1.5088
H  -0.7636  0.1680  -0.8272
O  -0.5144  4.2595  -0.4469
H  -1.2971  3.7082  -0.5471
H  0.2107  3.8951  -0.9550
O  -3.5630  -1.8832  -0.3290
H  -3.0143  -1.1348  -0.5972
H  -3.1032  -2.3426  0.3788
O  -2.7736  2.7394  0.8952
H  -1.9701  2.9216  1.3979
H  -2.8328  1.7888  1.0267

Atomic forces in eV per Å
C -0.833 -1.322 0.138
N 1.174 0.133 -0.451
C -0.598 1.578 0.367
C -0.364 -0.161 -0.366
H 0.450 1.230 -0.310
H -0.032 -0.090 0.275
H 0.214 -0.486 -0.092
H 0.048 -0.031 -0.132
H 0.051 -0.113 0.193
H 0.108 0.012 -0.097
H 0.423 -0.149 0.226
O 0.155 -0.107 -0.283
H -0.055 -0.079 -0.052
H -0.003 -0.477 0.032
O -0.077 -0.136 -0.203
H 0.087 0.081 0.056
H -0.624 0.045 0.255
O 0.141 0.158 -0.031
H -0.067 -0.084 0.036
H -0.027 -0.111 -0.013
O -0.985 -0.306 -0.374
H 0.699 0.073 0.229
H 0.033 0.334 0.400
O -0.782 0.429 0.352
H 0.475 0.201 -0.617
H 0.455 -0.613 0.185
O -0.475 -1.711 -0.868
H 0.558 0.970 0.439
H -0.226 0.860 0.638
O 0.054 0.406 0.442
H 0.043 -0.212 -0.176
H -0.172 -0.230 -0.228
O -0.320 -0.083 -0.127
H 0.308 -0.208 0.224
H 0.099 0.185 0.120
O 0.249 -0.054 0.066
H 0.027 0.277 -0.121
H -0.209 -0.211 -0.132

Entry 3:
# C3H25NO9S

A 9-piece molecular cluster, C3H25NO9S overall (the ωB97M-V functional and the def2-TZVPD basis, OMol25).

gap between HOMO and LUMO: 8.37 eV
energy relative to the best compared isomer or geometry (same formula, charge and spin): 59.9 kcal per mole
HOMO energy: -8.51 eV
SMILES: N[C@H](CO)CS.O.O.O.O.O.O.O.O
multiplicity: 1

Geometry (Å):
N  -1.7690  -1.4773  1.2235
C  -1.0511  -0.3545  0.4804
C  0.1577  -0.8615  -0.3140
O  0.5211  0.2127  -1.2561
C  -0.5143  0.6539  1.4934
S  -1.2027  0.8791  3.1140
H  -1.0710  -2.0890  1.5536
H  -2.1964  -2.0056  0.5300
H  -1.9329  0.0276  0.0257
H  -0.0020  -1.5851  -1.1675
H  1.0154  -1.1355  0.3369
H  1.4954  0.4110  -1.2095
H  -0.1512  1.5663  0.9687
H  0.4241  0.4120  1.9627
H  -2.1953  0.0010  2.9617
O  -0.0394  -4.9213  0.4631
H  0.7187  -5.5148  0.3130
H  -0.7634  -5.5054  0.1774
O  0.0989  5.3035  -0.1163
H  -0.6227  4.9857  0.4164
H  0.1093  5.0457  -0.9916
O  0.5903  3.4365  -2.5515
H  0.0915  2.6338  -2.2743
H  1.3739  3.0185  -2.1892
O  -3.9700  -0.0690  -1.2865
H  -4.2302  -0.3488  -0.4659
H  -4.2103  0.8068  -1.4289
O  2.7806  3.4794  1.7914
H  2.1641  2.9488  2.2503
H  2.3273  4.1170  1.2223
O  2.0876  -1.2356  3.1988
H  2.4446  -0.8359  2.4078
H  1.5132  -1.8704  2.8991
O  -1.6009  -1.7826  -4.2871
H  -2.1556  -1.0837  -4.6920
H  -0.7974  -1.2682  -3.8263
O  3.1755  -2.1365  -0.4726
H  3.8604  -1.6795  0.0695
H  3.5265  -2.1793  -1.3305

Atomic forces in eV per Å
N 1.309 2.101 0.252
C -0.165 -1.888 2.713
C -0.236 0.501 -2.908
O 1.980 1.285 0.584
C 1.983 0.920 -0.361
S -1.707 0.752 0.723
H 0.987 -1.019 0.986
H -1.251 -1.155 -1.600
H 0.184 0.942 -1.614
H -0.518 -0.517 2.108
H -0.759 0.010 -0.447
H -1.481 -0.508 0.107
H -1.237 -0.018 0.282
H 1.117 -1.310 -1.070
H -0.210 -0.059 0.040
O 0.052 -1.032 -0.370
H -0.123 0.588 0.195
H 0.057 0.520 0.196
O 1.131 1.597 3.272
H -0.451 -0.378 -0.465
H -0.567 -1.375 -2.773
O -0.456 -1.735 0.797
H -0.981 0.824 -0.605
H 1.375 0.882 -0.097
O 1.913 -1.507 -3.062
H -1.207 -0.772 3.192
H -0.780 2.282 -0.079
O 1.451 0.881 -0.985
H -1.279 -0.559 0.594
H -0.287 -0.296 0.332
O 2.104 2.316 1.201
H 0.190 0.172 -0.190
H -2.246 -2.512 -1.020
O 2.332 2.068 1.215
H 0.592 -0.472 0.467
H -2.897 -1.579 -1.631
O -0.033 0.782 2.556
H -0.680 -0.614 -0.680
H 0.793 -0.117 -1.858

Entry 4:
# C3H26N2O11

A 10-piece molecular cluster, C3H26N2O11 overall (the ωB97M-V functional and the def2-TZVPD basis, OMol25).

gap between HOMO and LUMO (alpha / beta): 2.23 / 9.17 eV
HOMO energy (alpha / beta): 0.60 / -6.38 eV
charge: -1
multiplicity: 2
⟨S²⟩: 0.751

Geometry (Å):
O  -1.2088  1.0913  0.0151
C  -0.1743  1.3233  0.6437
N  -0.3736  1.2584  2.0055
C  1.2517  1.3701  0.0243
N  1.1613  1.0681  -1.3783
C  1.6256  -0.2790  -1.7108
O  1.3383  -1.1723  -0.6652
H  -1.2820  1.0767  2.3946
H  0.3450  1.6190  2.6263
H  1.8755  0.7483  0.6375
H  1.6164  2.4614  0.2039
H  0.3176  1.3541  -1.8923
H  2.7177  -0.2511  -1.7973
H  1.2613  -0.6524  -2.6676
H  0.4110  -1.3755  -0.4775
H  -2.8246  -1.1790  -2.1663
H  -3.3091  0.3423  -1.8383
O  -3.4129  -0.5978  -1.6682
H  -2.8654  4.0310  -2.8704
H  -2.7980  2.5606  -3.3956
O  -3.3605  3.3321  -3.3045
H  2.1989  -0.5255  3.2226
H  2.5957  0.5709  4.1246
O  2.3796  0.4278  3.1922
H  0.2028  3.2302  -2.1825
H  -0.8794  3.1695  -1.1412
O  -0.7356  3.0110  -2.0872
H  -0.4576  -2.9695  -1.7780
H  -1.5871  -3.8359  -1.3507
O  -1.3460  -3.2350  -2.0710
H  4.5653  0.3398  0.8732
H  5.5518  -0.8408  1.0739
O  5.4424  0.0141  0.6460
H  1.7622  -1.7388  1.0428
H  0.5860  -1.8929  2.3612
O  1.4132  -1.6721  1.9364
H  -3.8782  -1.7131  0.9715
H  -2.8803  -0.8337  0.1190
O  -2.9668  -1.4264  0.8915
H  -1.6089  -2.1354  1.9449
H  -1.4627  -3.1163  3.2035
O  -1.2078  -2.9575  2.2888

Atomic forces in eV per Å
O 0.773 0.372 -1.413
C -2.190 -1.869 1.865
N 2.310 1.227 -0.059
C -1.613 3.237 0.324
N 0.844 -0.940 -1.348
C -0.031 1.056 0.443
O 0.639 -1.326 0.161
H -0.177 0.108 -0.435
H -0.101 -0.562 -0.029
H 0.357 -0.510 -0.091
H -0.409 -1.600 -0.316
H 0.349 -0.424 1.169
H -0.092 -0.298 0.284
H -0.431 0.376 -0.101
H -0.228 0.585 -0.472
H 0.284 0.507 -0.117
H 0.581 -0.161 -0.399
O -0.767 -0.293 0.408
H 0.433 -0.406 0.019
H 0.460 0.270 0.252
O -0.937 0.128 -0.321
H -0.307 -0.163 -1.013
H 0.156 0.548 -0.141
O 0.345 0.098 1.079
H -0.084 0.083 -0.245
H -0.306 -0.355 -0.088
O 0.261 0.737 0.031
H -0.135 0.084 -0.323
H -0.313 0.093 -0.082
O 0.403 -0.052 0.385
H -0.063 -0.207 0.235
H -0.296 0.091 0.086
O 0.308 0.128 -0.258
H -1.326 -0.446 -0.245
H -0.721 -0.859 -1.385
O 2.024 0.774 1.846
H -0.091 0.101 -0.297
H -0.406 -0.305 0.091
O 0.558 0.289 0.393
H -0.534 -0.378 0.251
H -0.210 0.391 -0.091
O 0.684 -0.128 -0.053

Entry 5:
# C3H26N2O8

A 9-piece molecular cluster, C3H26N2O8 overall (the ωB97M-V functional and the def2-TZVPD basis, OMol25).

gap between HOMO and LUMO: 9.15 eV
energy relative to the best compared isomer or geometry (same formula, charge and spin): 63.6 kcal per mole
HOMO energy: -9.14 eV
SMILES: NCCCN.O.O.O.O.O.O.O.O
multiplicity: 1

Geometry (Å):
N  2.8261  1.0886  -2.1370
C  2.6521  -0.3772  -2.3615
C  1.0750  -0.7361  -2.4953
C  0.7254  -2.1789  -2.1129
N  -0.6116  -2.5872  -2.6083
H  3.9049  1.2601  -2.0136
H  2.3863  1.4229  -1.2292
H  3.1800  -0.3801  -3.3332
H  3.1395  -0.9112  -1.5119
H  0.9297  -0.6333  -3.6059
H  0.5633  0.0742  -2.0294
H  1.3396  -2.9878  -2.6722
H  1.1559  -2.3914  -1.1246
H  -1.3632  -1.8321  -2.5314
H  -1.1417  -3.4069  -2.2235
O  -1.9756  3.6333  2.0162
H  -1.6374  2.8205  2.1016
H  -1.5840  3.8510  1.1943
O  -1.7464  -3.0412  1.3360
H  -1.0455  -2.9478  0.6997
H  -1.5539  -4.0580  1.3923
O  1.8156  2.4582  1.1737
H  1.0894  2.8490  0.5591
H  1.7691  2.7602  2.1261
O  0.1179  -3.8552  3.0323
H  -0.8852  -4.0220  2.8425
H  0.1164  -2.9794  3.5088
O  -2.7726  -0.3668  1.9435
H  -1.8907  -0.6597  1.4921
H  -3.1526  -1.0607  2.5005
O  0.1464  3.5952  -0.3590
H  -0.5662  4.1564  0.0821
H  -0.2518  2.8826  -0.9700
O  0.7284  -0.0314  0.7189
H  1.0867  0.3687  0.0277
H  1.1311  0.3934  1.5731
O  -1.8487  1.6960  -0.1444
H  -1.8058  1.3134  0.7663
H  -2.8503  1.6559  -0.3228

Atomic forces in eV per Å
N 1.392 0.931 1.809
C -0.801 1.085 0.497
C 2.912 -0.699 -2.571
C 1.285 -1.993 -1.332
N -2.912 1.249 0.994
H -2.840 -0.274 -0.215
H 0.946 -0.597 -1.296
H -0.269 -1.476 0.513
H -0.278 -0.290 -0.943
H -0.391 0.046 1.016
H -0.890 0.195 0.687
H -0.099 1.859 0.304
H -1.360 0.222 0.718
H 1.709 -0.965 0.006
H 1.582 0.770 -0.125
O -2.073 4.393 0.515
H 1.716 -5.039 1.215
H -0.081 0.651 -1.076
O -0.016 -3.635 -0.144
H 0.777 1.250 -0.734
H -1.357 2.422 -0.044
O -0.162 0.235 1.025
H 1.091 -0.027 1.778
H -0.276 -0.148 -2.042
O -2.304 0.413 0.595
H 3.110 0.859 1.102
H -0.101 -1.376 -0.835
O 2.078 0.188 -1.213
H -2.598 0.033 1.601
H 0.715 -0.089 -0.493
O -1.652 0.054 -0.995
H 1.533 -1.392 -1.651
H 0.102 1.829 1.646
O -2.053 -2.489 7.354
H 2.645 2.957 -4.384
H -0.912 -0.839 -2.954
O -2.434 -0.619 0.465
H 0.006 0.214 -1.147
H 2.261 0.094 0.354

Entry 6:
# C3H26NO11S2

A 10-piece molecular cluster, C3H26NO11S2 overall (the ωB97M-V functional and the def2-TZVPD basis, OMol25).

gap between HOMO and LUMO (alpha / beta): 8.53 / 4.88 eV
HOMO energy (alpha / beta): -16.54 / -16.54 eV
charge: +2
multiplicity: 2
⟨S²⟩: 0.755

Geometry (Å):
N  0.0103  -0.4592  0.8002
C  -1.5090  0.1220  0.5524
C  -1.2086  1.5836  0.8597
O  -1.8777  2.4170  0.0406
O  -0.2886  2.0257  1.4942
C  -2.5676  -0.4464  1.4391
S  -2.5764  -2.3820  1.3379
S  -0.8857  -3.3993  1.6711
H  0.6727  0.2878  0.5853
H  0.0647  -1.2747  0.2096
H  0.2230  -0.7113  1.7755
H  -1.6922  -0.0381  -0.5284
H  -1.5128  3.3181  -0.0043
H  -2.4167  -0.2631  2.4968
H  -3.6358  -0.3737  1.0441
H  -1.0096  -4.0788  2.7997
H  2.1469  2.0402  3.7014
H  2.0618  0.8131  2.6919
O  2.6400  1.3939  3.1823
H  0.6369  -1.2040  -2.3656
H  -0.5869  -2.3483  -1.8508
O  -0.2700  -1.4973  -2.1460
H  2.2483  0.0670  -2.6628
H  1.3647  1.2014  -1.9072
O  1.6687  0.2850  -1.9302
H  2.4109  -0.9321  3.2980
H  1.6103  -2.2137  3.2898
O  1.5187  -1.2653  3.1243
H  2.5016  -0.4843  0.1366
H  2.6472  -1.6396  -0.8277
O  2.2863  -1.4245  0.0388
H  1.5881  3.7383  -2.1083
H  0.8208  3.3888  -3.4644
O  1.1219  3.0679  -2.6123
H  -4.1964  -1.2938  -1.7952
H  -3.9023  0.0730  -1.8676
O  -3.7616  -0.6410  -1.2261
H  4.2074  2.0204  -0.0585
H  3.1709  1.5649  0.9893
O  3.4110  1.4918  0.0560
H  -2.0186  -1.0428  -2.7318
H  -2.4050  -0.8037  -4.2271
O  -2.7115  -0.6831  -3.3004

Atomic forces in eV per Å
N -3.494 0.610 0.552
C 2.646 0.406 0.144
C 0.295 3.514 -2.277
O -0.954 -1.385 -0.031
O 0.108 -1.359 0.984
C -0.030 -2.025 -0.874
S -1.109 -0.400 1.004
S 1.107 1.522 -1.111
H -0.104 -0.280 -0.663
H 1.079 -0.026 -0.662
H 0.104 -0.141 0.142
H -0.004 0.149 0.678
H 0.110 -0.214 0.531
H -0.193 0.057 0.270
H 1.401 0.462 0.380
H -1.131 -0.651 0.603
H -0.279 -0.255 -0.240
H -0.763 0.397 0.321
O 0.937 -0.009 -0.245
H -0.287 -0.752 0.644
H 1.351 -0.689 -0.535
O -1.545 1.103 0.486
H 0.209 1.063 -0.226
H 0.522 0.390 -1.038
O -0.509 -1.046 0.419
H -0.009 0.120 0.184
H -0.001 0.163 -0.049
O -0.043 -0.361 -0.010
H 0.552 -0.159 -0.444
H 0.103 0.022 0.144
O 0.027 -0.337 0.438
H 0.001 0.363 -0.458
H 0.188 0.436 0.043
O -0.200 -0.903 0.606
H 0.198 -0.565 0.440
H 0.549 0.521 0.371
O -1.208 -0.087 0.534
H 0.062 -0.049 0.113
H 0.463 0.456 0.156
O -0.537 -0.262 0.165
H 0.229 0.214 -0.489
H -0.199 0.129 0.943
O 0.359 -0.139 -1.942